Record 1
Formula: C4H8P2
Source: OMol25
Level of theory: ωB97M-V with the def2-TZVPD basis set

Calculated values
HOMO level in eV: -8.9
LUMO level in eV: 0.109
Energy above the lowest of the compared OMol25 structures with the same formula, charge and spin in eV: 3.007
Total energy in eV: -22851.44175
Largest force on an atom in eV Å⁻¹: 3.5
M in g/mol: 118.06
Gap between HOMO and LUMO in eV: 8.990
Structure (SMILES): C=PC.CC#P

Geometry as XYZ:
```
14
C4H8P2, DFT ωB97M-V with the def2-TZVPD basis set
C 1.326 -1.320 -0.442
C -0.253 -0.012 1.851
C 0.503 0.924 -1.807
C -1.635 0.126 1.292
P 0.345 -0.918 -1.796
P 1.084 -0.216 2.628
H 1.800 -0.569 0.187
H 1.004 -2.215 0.116
H -0.583 1.296 -1.935
H 1.097 1.238 -0.887
H 1.087 1.249 -2.628
H -1.498 -0.143 0.200
H -2.425 -0.542 1.679
H -1.851 1.102 1.544
```

Record 2
Formula: C23H27AsN7O2PdS
Source: OMol25
Level of theory: ωB97M-V with the def2-TZVPD basis set

Calculated values
HOMO level in eV: -16.7
LUMO level in eV: -10.572
Energy above the lowest of the compared OMol25 structures with the same formula, charge and spin in eV: 0.000
Total energy in eV: -113941.43035
Largest force on an atom in eV Å⁻¹: 0.6
M in g/mol: 646.93
Gap between HOMO and LUMO in eV: 6.167
Net charge: +3

Geometry as XYZ:
```
62
C23H27AsN7O2PdS, DFT ωB97M-V with the def2-TZVPD basis set
Pd 1.019 0.080 -0.747
O -0.053 -2.053 0.664
N -1.307 -1.996 0.178
N -1.631 -0.860 -0.226
O -0.896 0.215 -0.095
C -2.925 -0.704 -0.881
C -3.423 0.579 -1.038
C -4.657 0.735 -1.651
C -5.362 -0.376 -2.093
C -4.837 -1.653 -1.928
C -3.607 -1.831 -1.316
H -2.870 1.435 -0.681
H -5.073 1.726 -1.774
H -6.327 -0.248 -2.565
H -5.388 -2.516 -2.273
H -3.194 -2.820 -1.181
N 3.848 1.935 1.579
C 2.826 2.415 2.391
C 2.855 3.172 3.549
C 1.638 3.512 4.177
C 0.456 3.124 3.626
C 0.331 2.325 2.385
C 1.636 1.972 1.814
N 1.928 1.244 0.714
C 3.273 1.254 0.592
C 3.867 0.585 -0.544
C 5.150 0.453 -0.968
S 5.194 -0.449 -2.410
C 3.504 -0.598 -2.390
N 2.932 -0.019 -1.368
H 4.839 2.089 1.704
H 3.796 3.498 3.979
H 1.657 4.096 5.086
H -0.473 3.418 4.101
H -0.141 1.372 2.696
H 6.058 0.830 -0.522
H 2.958 -1.133 -3.152
C 1.327 -3.074 2.847
As 0.110 -1.607 2.529
C -0.636 3.005 1.378
C -1.516 -2.465 3.148
H 1.253 -3.274 3.919
H 2.352 -2.792 2.617
H 1.039 -3.968 2.299
H -1.606 3.148 1.848
H -0.763 2.370 0.507
H -0.246 3.975 1.074
H -1.396 -2.585 4.227
H -1.642 -3.443 2.687
H -2.384 -1.835 2.964
C -0.774 0.818 -3.603
C -0.311 -0.572 -3.359
N 0.321 -1.035 -2.284
C 0.529 -2.398 -2.458
C 0.003 -2.754 -3.652
N -0.513 -1.600 -4.197
H -0.445 1.469 -2.795
H -1.864 0.851 -3.649
H -0.383 1.204 -4.544
H 0.999 -3.005 -1.704
H -0.060 -3.707 -4.148
H -0.994 -1.534 -5.083
```

Record 3
Formula: C3H3FeO4
Source: OMol25
Level of theory: ωB97M-V with the def2-TZVPD basis set

Calculated values
HOMO level (spin up / spin down) in eV: -11.9 / -15.3
Spin multiplicity: 7
LUMO level (spin up / spin down) in eV: -6.343 / -9.554
Energy above the lowest of the compared OMol25 structures with the same formula, charge and spin in eV: 1.993
Total energy in eV: -45723.19129
Largest force on an atom in eV Å⁻¹: 6.6
<S²>: 12.008
M in g/mol: 158.90
Gap between HOMO and LUMO (spin up / spin down) in eV: 5.566 / 5.763
Net charge: +1

Geometry as XYZ:
```
11
C3H3FeO4, DFT ωB97M-V with the def2-TZVPD basis set
O 3.268 0.128 -0.118
C 2.375 -0.746 -0.029
O 2.339 -1.939 -0.141
C -2.318 0.213 -0.009
O -0.914 0.478 0.026
C -0.099 -0.530 0.083
O 1.105 0.021 0.198
Fe 2.216 1.895 0.042
H -2.765 0.679 0.875
H -2.718 0.671 -0.920
H -2.490 -0.869 -0.009
```

Record 4
Formula: C3H4IN
Source: OMol25
Level of theory: ωB97M-V with the def2-TZVPD basis set

Calculated values
HOMO level (spin up / spin down) in eV: -8.8 / -8.8
LUMO level (spin up / spin down) in eV: -0.966 / -1.557
Energy above the lowest of the compared OMol25 structures with the same formula, charge and spin in eV: 3.109
Total energy in eV: -12762.41301
Largest force on an atom in eV Å⁻¹: 3.7
M in g/mol: 180.98
Gap between HOMO and LUMO (spin up / spin down) in eV: 7.855 / 7.217

Geometry as XYZ:
```
9
C3H4IN, DFT ωB97M-V with the def2-TZVPD basis set
C 0.771 0.591 -0.708
C 0.102 -0.582 -1.006
C 0.157 0.568 0.685
N -0.176 -0.806 0.281
I -2.465 -1.511 1.393
H 1.558 1.134 -1.124
H 0.147 -0.990 -2.092
H 0.674 0.506 1.636
H -0.769 1.090 0.934
```

Record 5
Formula: C23H37N3O2
Source: OMol25
Level of theory: ωB97M-V with the def2-TZVPD basis set

Calculated values
HOMO level in eV: -8.4
LUMO level in eV: 0.568
Energy above the lowest of the compared OMol25 structures with the same formula, charge and spin in eV: 0.147
Total energy in eV: -33018.59551
Largest force on an atom in eV Å⁻¹: 0.7
M in g/mol: 387.57
Gap between HOMO and LUMO in eV: 8.924
Structure (SMILES): Cc1ccc(CN2C(=O)CC[C@H]2C(=O)NCCN(CC(C)C)CC(C)C)cc1

Geometry as XYZ:
```
65
C23H37N3O2, DFT ωB97M-V with the def2-TZVPD basis set
C 0.471 3.950 0.082
C -0.100 3.050 -0.971
C 0.695 2.616 -2.028
C 0.183 1.795 -3.013
C -1.141 1.375 -2.961
C -1.936 1.799 -1.906
C -1.422 2.631 -0.926
H -2.062 2.959 -0.118
H -2.971 1.489 -1.853
C -1.699 0.491 -4.048
N -0.852 -0.626 -4.388
C -0.108 -0.660 -5.521
O -0.055 0.232 -6.337
C 0.611 -1.994 -5.556
H 0.622 -2.407 -6.563
C -0.146 -2.849 -4.542
H 0.506 -3.549 -4.024
H -0.952 -3.399 -5.027
C -0.725 -1.814 -3.568
H -1.706 -2.105 -3.171
C 0.249 -1.560 -2.399
O 1.427 -1.837 -2.458
N -0.335 -1.019 -1.312
H -1.297 -0.722 -1.356
C 0.417 -0.599 -0.153
H 0.547 0.489 -0.174
H 1.397 -1.071 -0.230
C -0.307 -1.018 1.141
N 0.196 -0.421 2.359
C -0.257 0.949 2.549
H 0.483 1.492 3.141
C -1.595 0.987 3.304
C -1.423 0.403 4.702
H -2.381 0.334 5.212
H -0.989 -0.590 4.632
H -0.762 1.031 5.295
C -2.122 2.418 3.373
H -2.289 2.818 2.375
H -1.408 3.060 3.885
H -3.063 2.451 3.916
H -2.320 0.372 2.759
H -0.365 1.479 1.593
C 1.618 -0.612 2.597
H 2.238 -0.134 1.820
C 2.021 -2.086 2.722
C 3.519 -2.180 3.003
H 4.091 -1.716 2.202
H 3.824 -3.221 3.082
H 3.765 -1.679 3.937
C 1.224 -2.766 3.831
H 1.449 -2.307 4.791
H 1.474 -3.823 3.887
H 0.158 -2.667 3.645
H 1.822 -2.597 1.775
H 1.846 -0.124 3.549
H -1.361 -0.736 1.054
H -0.266 -2.106 1.235
H 1.641 -1.831 -5.235
H -1.792 1.077 -4.971
H -2.692 0.120 -3.766
H 0.808 1.477 -3.834
H 1.727 2.933 -2.079
H 1.355 3.499 0.533
H -0.256 4.150 0.866
H 0.774 4.899 -0.359
```

Record 6
Formula: C2HMgO2Tl
Source: OMol25
Level of theory: ωB97M-V with the def2-TZVPD basis set

Calculated values
HOMO level (spin up / spin down) in eV: -16.8 / -17.3
LUMO level (spin up / spin down) in eV: -9.621 / -11.344
Total energy in eV: -16301.63265
Largest force on an atom in eV Å⁻¹: 3.7
M in g/mol: 285.72
Gap between HOMO and LUMO (spin up / spin down) in eV: 7.224 / 5.950
Net charge: +2

Geometry as XYZ:
```
7
C2HMgO2Tl, DFT ωB97M-V with the def2-TZVPD basis set
O -1.308 0.742 -0.117
C -0.875 0.436 0.944
Mg -1.692 -0.866 -1.652
Tl 0.795 0.502 -2.108
H -1.039 -0.124 1.842
C 1.602 -0.048 0.378
O 2.517 -0.643 0.712
```